1.
Entry from OMol25: a single C3H3NO molecule at a distorted geometry (ωB97M-V with the def2-TZVPD basis set).

## Properties
SMILES string: c1cocn1
Maximum force in eV Å⁻¹: 4.8
LUMO in eV: 0.164
Orbital gap in eV: 9.32
HOMO level in Ha: -0.336

```
8
Properties=species:S:1:pos:R:3:forces:R:3:lowdin_charge:R:1
O 0.649 1.006 0.622 -3.43 1.16 -3.22 -0.002
N 0.563 -1.167 0.106 0.56 0.12 -0.71 0.090
C -0.718 -0.664 -0.042 -0.40 0.20 0.06 -0.165
C 1.272 -0.089 0.244 0.15 -0.82 -0.27 -0.291
C -0.708 0.679 -0.068 0.32 -0.04 2.56 0.004
H 1.970 0.207 -0.532 2.05 -0.87 1.08 0.152
H -1.517 1.385 -0.256 0.65 0.18 0.76 0.104
H -1.565 -1.321 -0.184 0.11 0.07 -0.26 0.109
```
Forces are in eV/Å.

=====

2.
Entry from OMol25: a 2-piece molecular cluster, C3H3NO overall at a distorted geometry (ωB97M-V with the def2-TZVPD basis set).

## Properties
Maximum force in eV Å⁻¹: 5.0
LUMO (spin up / spin down) in eV: -1.216 / -1.217
Orbital gap (spin up / spin down) in eV: 8.45 / 8.45
HOMO level (spin up / spin down) in Ha: -0.355 / -0.355

```
8
Properties=species:S:1:pos:R:3:forces:R:3:lowdin_charge:R:1
O 1.148 -1.555 2.396 -0.11 -1.10 0.26 0.092
N 0.969 0.403 1.121 -0.86 2.43 -4.30 0.080
C 1.029 -0.637 1.679 0.53 -1.34 1.27 -0.552
C 0.649 0.282 -1.070 1.80 0.01 2.50 0.264
C -0.714 0.463 -1.033 -1.06 2.83 1.41 -0.188
H -1.174 0.709 -1.964 -0.19 0.28 -0.92 0.088
H -0.721 -0.601 -0.990 -0.43 -2.49 0.42 0.097
H -1.186 0.937 -0.140 0.31 -0.63 -0.64 0.119
```
Forces are in eV/Å.